Record 1
63
Properties=species:S:1:pos:R:3:forces:R:3 method="wB97M-V/def2-TZVPD" charge=0 homo_energy_ev=-6.31 orbital_gap_ev=3.64 energy_ev=-49574.8167 mol_weight_g_mol=480.6
C 0.273 0.930 5.879 0.02 -0.24 -0.26
C 0.962 1.739 4.963 -0.17 -0.21 -0.08
C 1.321 1.242 3.711 -0.21 -0.29 0.15
C 1.020 -0.095 3.353 0.04 0.26 0.65
C 1.267 -0.626 2.005 0.23 0.17 -0.88
C 1.361 0.257 0.902 -0.25 -0.26 1.34
C 1.519 -0.042 -0.439 0.96 0.01 -0.51
C 1.827 0.950 -1.443 -0.04 0.49 -0.25
C 2.269 0.542 -2.731 -0.03 -0.25 0.36
C 2.666 1.458 -3.700 -0.17 0.29 0.02
C 2.564 2.836 -3.450 -0.03 -0.61 0.13
C 2.127 3.272 -2.192 -0.20 -0.15 0.40
C 1.765 2.351 -1.201 0.19 0.12 -0.39
C 1.464 -2.076 1.862 -0.09 -1.17 0.31
C 0.975 -2.783 0.746 0.27 0.25 -0.22
C 1.341 -4.109 0.497 -0.18 0.00 0.49
C 2.045 -4.832 1.472 -0.14 0.40 -0.15
C 2.431 -4.195 2.662 -0.33 0.10 -0.29
C 2.153 -2.839 2.849 0.17 0.08 -0.18
C 0.407 -0.919 4.334 -0.09 0.13 -0.31
C 0.003 -0.408 5.564 0.15 0.32 -0.23
H -0.060 1.334 6.833 0.14 -0.04 -0.22
H 1.184 2.776 5.216 -0.01 -0.30 -0.06
H 1.852 1.888 3.012 -0.17 -0.17 0.24
H 1.348 1.311 1.170 -0.29 -0.26 -0.16
H 1.612 -1.076 -0.771 -0.09 0.31 0.08
H 2.340 -0.527 -2.932 -0.04 0.29 -0.01
H 3.041 1.098 -4.662 -0.22 0.14 0.33
H 2.816 3.555 -4.233 -0.02 -0.24 0.33
H 2.063 4.348 -1.989 -0.01 -0.54 -0.04
H 1.436 2.721 -0.231 -0.02 -0.05 -0.31
H 0.293 -2.255 0.075 0.20 -0.31 -0.04
H 1.038 -4.577 -0.444 -0.02 0.09 0.45
H 2.253 -5.893 1.313 0.05 0.38 0.05
H 2.932 -4.770 3.447 -0.14 0.32 -0.31
H 2.485 -2.367 3.777 -0.01 -0.06 -0.40
H 0.216 -1.971 4.110 -0.11 0.48 0.00
H -0.548 -1.055 6.247 0.26 0.25 -0.10
C -4.011 -0.469 2.356 -0.08 0.14 -0.05
C -2.595 -0.311 1.829 -0.24 -0.09 -0.88
O -2.659 -0.660 0.408 0.19 0.43 1.26
C -1.807 -0.092 -0.508 0.48 -0.61 -1.44
C -1.610 -1.068 -1.567 -0.98 0.40 2.07
S -0.807 -0.829 -3.015 1.26 1.03 -1.27
C -1.556 0.602 -3.824 -0.89 0.59 -0.03
C -1.081 1.866 -3.477 0.31 -0.35 -0.26
C -1.428 2.978 -4.241 -0.20 -0.28 0.14
C -2.368 2.840 -5.267 0.08 0.09 0.09
C -2.966 1.598 -5.514 0.31 0.07 0.23
C -2.546 0.465 -4.806 0.24 0.32 0.00
O -1.074 -1.964 -3.931 -0.26 -0.62 0.01
O -1.351 1.052 -0.439 -0.31 -0.56 0.61
H -4.035 -0.370 3.444 0.04 0.01 -0.03
H -4.659 0.304 1.927 0.10 -0.19 0.06
H -4.419 -1.453 2.089 0.17 0.24 0.04
H -2.206 0.705 1.977 -0.08 -0.21 -0.20
H -1.928 -1.030 2.324 0.02 0.11 -0.14
H -2.250 -1.945 -1.543 0.20 0.03 -0.07
H -0.406 1.938 -2.625 -0.07 0.13 -0.31
H -0.953 3.932 -4.009 -0.29 -0.13 -0.15
H -2.631 3.716 -5.866 -0.01 -0.34 0.17
H -3.744 1.513 -6.273 0.24 -0.02 0.16
H -2.969 -0.509 -5.034 0.20 0.05 0.08



Record 2
105
Properties=species:S:1:pos:R:3:forces:R:3 method="wB97M-V/def2-TZVPD" charge=+1 homo_energy_ev=-9.61 orbital_gap_ev=1.19 e_above_lowest_kcal_mol=363.8 energy_ev=-376891.2001 mol_weight_g_mol=1417.4
C 1.240 6.936 -1.448 -2.52 -7.27 2.28
C 0.871 5.772 -0.880 1.34 4.35 -3.21
C 0.397 4.289 -0.489 2.03 0.66 0.67
C 1.217 3.322 0.251 -2.07 1.26 -2.02
C 2.689 3.688 0.792 -0.40 0.80 5.55
O 2.791 3.990 2.058 -0.68 -1.57 -6.46
C 4.065 3.675 -0.059 -0.18 -2.83 -2.09
F 3.759 2.964 -1.316 0.73 1.81 3.23
F 5.040 2.831 0.623 -2.85 2.91 -1.71
C 4.629 5.128 -0.495 2.37 0.85 -2.29
F 6.058 4.932 -0.801 -4.07 0.46 1.02
F 4.052 5.616 -1.757 1.29 -1.73 4.10
C 4.576 6.271 0.649 0.25 2.49 -0.78
F 5.290 7.434 0.088 -1.93 -3.35 1.53
F 3.231 6.766 0.935 3.89 -1.97 -0.79
C 5.361 5.905 2.025 -0.37 2.62 6.55
O 5.010 6.583 3.079 1.71 -3.55 -6.26
O 6.426 4.946 2.155 -1.64 2.72 -1.08
C 0.515 1.846 0.481 0.63 -2.22 2.08
O 0.853 1.131 1.520 -1.43 3.46 -4.54
C -0.607 1.285 -0.577 -1.04 1.97 -1.59
C -0.835 -0.307 -0.866 0.04 -0.23 0.75
C -1.415 -1.118 0.423 -1.20 0.29 0.47
C -2.437 -2.333 -0.007 1.00 -0.36 0.07
C -3.170 -3.028 1.255 1.42 0.03 -0.16
F -3.282 -4.489 0.971 0.23 3.38 -0.15
F -2.324 -2.914 2.496 0.84 5.22 -5.97
C -4.684 -2.511 1.543 -2.61 -0.97 2.17
F -5.484 -2.321 0.348 2.95 -0.21 3.72
F -4.626 -1.334 2.389 -0.24 -3.11 -3.05
F -5.387 -3.529 2.323 1.76 3.51 -2.73
C -1.385 2.276 -1.294 1.26 -0.91 0.74
C -2.523 1.990 -2.392 -2.05 -1.23 1.49
Br -2.143 2.598 -4.278 -0.16 -0.52 2.34
C -3.807 1.361 -2.158 2.55 1.07 -1.82
C -4.910 1.155 -3.323 -0.21 0.64 0.84
Br -4.281 0.708 -0.327 0.43 0.93 -1.77
C -1.094 3.851 -0.950 -3.90 2.03 -0.59
O -2.070 4.693 -1.019 5.53 -4.19 0.48
H 1.477 7.821 -2.177 -0.48 -1.97 2.08
H 7.119 5.361 2.755 -1.43 -0.52 -0.68
H 0.175 -0.822 -1.160 -1.77 1.28 0.47
H -1.549 -0.487 -1.769 1.23 0.84 1.65
H -2.020 -0.396 1.114 1.31 -1.26 -1.24
H -0.553 -1.560 1.098 -1.63 0.94 -1.41
H -3.235 -1.992 -0.778 1.38 -0.50 1.50
H -1.782 -3.151 -0.515 -1.34 1.20 0.88
H -4.472 0.886 -4.356 -0.39 0.36 1.89
H -5.472 2.180 -3.440 1.06 -1.98 0.25
H -5.725 0.384 -3.023 1.70 1.38 -0.34
O -7.416 2.116 -3.994 -3.39 -1.26 -1.11
V -8.760 1.324 -4.771 -0.20 -1.35 -2.35
O -10.104 0.533 -5.545 2.96 2.29 2.64
Br -3.456 -5.768 -0.888 -0.03 -0.39 -0.69
Li 0.977 -2.522 1.733 0.14 -0.14 0.08
C -4.187 -6.357 7.050 -0.37 0.03 -0.24
C -3.108 -5.359 7.425 -0.10 -0.25 0.74
O -2.144 -5.148 6.397 -0.32 -0.24 -1.71
C -2.468 -4.268 5.296 0.15 0.96 3.72
O -2.899 -3.102 5.731 0.13 -0.87 -1.84
C -3.420 -4.926 4.219 -1.70 -1.74 -1.45
F -3.129 -6.241 4.055 0.14 0.93 0.35
F -3.241 -4.358 2.993 -2.71 -5.83 5.66
F -4.734 -4.856 4.496 1.02 0.31 0.11
H -3.773 -7.201 6.494 0.02 0.04 0.17
H -4.686 -6.733 7.948 0.16 0.05 -0.05
H -4.957 -5.893 6.433 0.02 -0.12 0.08
H -2.546 -5.787 8.261 0.19 0.16 -0.21
H -3.535 -4.424 7.799 0.09 0.08 -0.31
H -1.506 -4.266 4.755 0.25 0.23 -0.37
C 6.467 0.968 -1.859 -0.24 0.40 0.42
C 7.808 0.630 -2.461 0.28 0.09 -0.48
C 7.983 -0.817 -2.049 0.35 -0.30 0.25
O 6.669 -1.389 -1.969 -0.29 0.42 0.02
C 5.706 -0.330 -2.033 0.12 -0.43 -0.32
H 5.973 1.818 -2.335 0.02 -0.08 0.02
H 6.584 1.192 -0.793 -0.04 -0.01 -0.08
H 7.754 0.703 -3.553 0.05 0.02 0.10
H 8.620 1.273 -2.115 -0.07 -0.09 -0.03
H 8.443 -0.896 -1.059 0.07 0.01 -0.07
H 8.589 -1.385 -2.760 -0.16 -0.05 0.09
H 5.222 -0.377 -3.015 -0.11 0.09 0.00
H 4.945 -0.478 -1.261 -0.01 -0.10 0.13
Mg 2.051 -2.113 -0.962 0.57 -0.38 0.06
F -8.088 -1.941 -9.715 1.00 1.83 0.64
Al -7.285 -0.398 -9.318 -0.17 -0.27 -1.03
F -5.540 -0.522 -9.679 -1.89 0.19 0.63
F -7.506 -0.041 -7.580 0.18 -0.02 -0.86
F -8.003 0.917 -10.290 0.88 -1.44 1.32
C 7.488 -0.824 3.706 0.41 0.53 0.07
C 6.809 -0.084 2.561 -0.37 0.06 0.42
O 7.131 -0.834 1.391 0.36 -0.64 0.25
S 7.259 -2.407 1.789 0.36 -0.31 -0.16
O 6.012 -3.052 1.479 1.07 0.42 0.28
O 8.526 -2.891 1.321 -1.47 0.40 0.24
O 7.343 -2.211 3.401 -0.50 -0.01 -0.91
H 8.557 -0.594 3.746 -0.10 0.05 0.01
H 7.032 -0.597 4.672 0.00 -0.26 -0.13
H 7.157 0.946 2.466 0.08 -0.20 -0.20
H 5.720 -0.090 2.678 0.04 0.06 0.08
N -12.915 -0.646 -5.692 0.16 -0.28 -0.26
O -12.786 -1.863 -5.526 0.01 0.74 -0.03
O -12.962 -0.179 -6.834 0.04 -0.12 0.75
O -12.997 0.106 -4.713 0.06 -0.17 -0.37
Li -0.035 3.583 2.615 0.50 -0.06 -0.11